No. 1
Entry from the Open Molecules 2025 dataset: C25H26N4PtSSe2 as an isolated structure (ωB97M-V with the def2-TZVPD basis set).

Last column: natural (NBO) charge in e.
CARTESIAN COORDINATES (ANGSTROEM)
H 1.2342 -1.3846 -4.1450  0.23
C -5.4415 1.7533 1.6700  -0.16
H -4.2201 2.7328 3.1373  0.24
C -3.0599 0.9272 0.5250  -0.07
C 3.5943 0.7220 3.4796  -0.19
H -2.5581 -4.0814 0.4253  0.26
H 3.2151 -2.2519 -0.8309  0.27
C -3.0384 1.7258 1.6671  -0.17
H 2.1958 -2.0708 5.7533  0.23
H -1.2206 -1.4129 -3.4962  0.23
H 4.9202 1.1644 5.0985  0.23
H -6.4066 0.6848 0.0781  0.24
H -0.4171 -4.5897 -0.7669  0.26
C 2.5861 -1.2899 5.1148  -0.20
H 1.2522 -1.7357 3.4939  0.21
S 1.5797 2.6823 -1.2526  0.00
N -1.0350 2.6300 -0.4149  -0.38
Pt 0.8304 0.5014 -1.2180  0.84
H 1.3696 -0.2473 -5.4970  0.27
C -0.7420 -3.5726 -0.6013  -0.21
C -5.4638 0.9679 0.5255  -0.20
N -0.8701 1.2879 -0.4758  -0.22
C 4.1184 0.5296 4.7467  -0.20
C -1.9266 -3.2854 0.0545  -0.11
H -3.2029 -1.6967 0.7596  0.27
H -4.2929 -0.0725 -0.9350  0.21
H 4.4563 -2.1291 -2.0995  0.27
C 0.0112 3.3337 -0.7528  0.31
H -2.0934 2.0210 2.1041  0.23
H 3.6116 -0.4835 -4.4195  0.27
C -2.2934 -1.9601 0.2398  -0.19
C 3.4052 -1.9771 -1.8664  -0.80
Se 0.0550 0.7742 -3.6205  0.52
Se 3.0938 -0.0719 -2.0108  0.67
C 2.8181 0.0938 -3.9446  -0.59
C -4.2739 0.5435 -0.0428  -0.21
N -0.3031 -1.2492 -0.8591  -0.47
H 0.7111 5.2491 -0.9400  0.43
C 3.6164 -0.4744 5.5635  -0.17
N -0.0678 4.6614 -0.6986  -0.74
H -0.9213 5.0913 -0.3783  0.43
H 3.9797 1.5032 2.8380  0.22
C 2.5595 -0.0966 3.0250  -0.09
H 4.0283 -0.6210 6.5528  0.23
C 2.0566 -1.1045 3.8494  -0.20
C -4.2321 2.1260 2.2423  -0.20
H 2.7829 -2.5396 -2.5573  0.23
H 3.0010 1.1481 -4.1575  0.26
C 2.0155 0.0998 1.7105  -0.04
C -1.4533 -0.4189 -3.8683  -0.78
C -1.4706 -0.9546 -0.2370  0.16
C 0.0476 -2.5225 -1.0325  0.06
H -6.3714 2.0757 2.1185  0.24
H 0.9911 -2.7001 -1.5230  0.21
C 1.5588 0.2673 0.6065  -0.34
C -1.7922 0.4766 -0.0708  0.24
H -1.6883 -0.4432 -4.9291  0.26
H -2.2894 0.0137 -3.3226  0.25
C 1.4502 -0.3502 -4.4150  -0.57

Summary:
energy relative to the best compared isomer or geometry (same formula, charge and spin) = 0.070 eV
frontier orbital gap = 6.33 eV
lowest unoccupied orbital energy = -6.76 eV
largest force on an atom = 0.100 eV/Å
total charge = +2

No. 2
Entry from the Open Molecules 2025 dataset: a 2-piece molecular cluster, C5H11BrFO3P overall at a distorted geometry (ωB97M-V with the def2-TZVPD basis set).

Last column: natural (NBO) charge in e.
CARTESIAN COORDINATES (ANGSTROEM)
P 0.0414 0.0109 -0.1899  2.19
H -3.0342 2.5587 -1.9374  0.22
H 1.8934 -1.7095 1.1306  0.22
H -1.8377 3.2545 -0.6594  0.22
H -1.2735 2.2551 -2.2162  0.23
H 2.8125 0.4114 -0.6369  0.19
H -0.3333 -3.3644 0.3719  0.16
H 3.5758 -1.1436 1.4459  0.22
C 2.8009 -1.2134 0.6946  -0.65
O 1.1191 0.6928 0.7473  -0.78
F 0.0445 -2.6726 2.0336  -0.35
C -2.1307 2.4883 -1.4013  -0.64
C 2.4461 0.2971 0.4395  -0.10
O 0.3765 -0.1059 -1.5783  -1.08
O -1.2187 0.8439 0.2592  -0.84
C -2.4032 1.2666 -0.4756  -0.05
Br -2.5859 -2.3512 1.2327  0.02
H 3.2301 0.8492 0.9278  0.20
H -3.2723 1.5586 0.2047  0.20
C -0.6905 -2.5705 0.9390  0.02
H 3.1171 -1.7383 -0.2186  0.22
H -2.6772 0.3824 -1.1135  0.19

Summary:
energy relative to the best compared isomer or geometry (same formula, charge and spin) = 2.711 eV
frontier orbital gap (alpha / beta) = 7.91 / 8.18 eV
lowest unoccupied orbital energy (alpha / beta) = -0.34 / -0.45 eV
largest force on an atom = 4.010 eV/Å
total charge = 0

No. 3
Entry from the Open Molecules 2025 dataset: FHMnO2P as an isolated structure at a distorted geometry (ωB97M-V with the def2-TZVPD basis set).

Last column: natural (NBO) charge in e.
CARTESIAN COORDINATES (ANGSTROEM)
O -1.0958 1.6638 -1.5785  -0.93
H 0.5034 0.6987 -0.8069  0.59
P -1.5856 0.9693 -0.3379  1.60
O -0.0499 0.3508 0.0461  -1.17
Mn 0.6428 -1.2181 0.9477  1.64
F 1.5851 -2.4645 1.7295  -0.72

Summary:
energy relative to the best compared isomer or geometry (same formula, charge and spin) = 0.000 eV
frontier orbital gap (alpha / beta) = 10.46 / 10.20 eV
lowest unoccupied orbital energy (alpha / beta) = -6.20 / -6.78 eV
largest force on an atom = 3.610 eV/Å
2S+1 = 6
total charge = +1

No. 4
Entry from the Open Molecules 2025 dataset: one molecule with the formula C4H11NO2 at a distorted geometry (ωB97M-V with the def2-TZVPD basis set).

Last column: natural (NBO) charge in e.
CARTESIAN COORDINATES (ANGSTROEM)
H -1.9986 -0.2791 2.5716  0.21
H -0.5302 -1.5591 0.2555  0.16
N -0.0674 0.9501 -0.7956  -0.68
C -0.5656 -0.7329 0.9785  0.08
H -1.9646 0.6740 0.1223  0.17
H -0.6488 1.3539 1.0965  0.21
H -2.5175 -1.6046 1.5000  0.21
C -0.8937 0.6067 0.3482  -0.22
C -1.6647 -1.1092 1.9543  -0.63
H 0.2046 -0.6468 -2.0323  0.18
H 2.0386 1.4928 -1.9503  0.45
C 0.4811 0.4042 -2.0002  0.09
O 0.6745 -0.6937 1.6549  -0.72
H 0.1315 0.9422 -2.8852  0.15
H 0.0093 1.9515 -0.8676  0.35
H -1.2686 -1.8879 2.6151  0.23
H 1.3556 -0.4098 1.0340  0.48
O 1.9086 0.5413 -2.0259  -0.72

Summary:
energy relative to the best compared isomer or geometry (same formula, charge and spin) = 1.807 eV
frontier orbital gap = 9.71 eV
lowest unoccupied orbital energy = 0.82 eV
SMILES = C[C@H](O)CNCO
largest force on an atom = 2.080 eV/Å
total charge = 0

No. 5
Entry from the Open Molecules 2025 dataset: C10H25BF4InN6SSi as an isolated structure (ωB97M-V with the def2-TZVPD basis set).

Last column: natural (NBO) charge in e.
CARTESIAN COORDINATES (ANGSTROEM)
H 0.7123 -6.6767 -3.0097  0.22
H 1.5147 -2.2681 4.1830  0.26
N -1.0808 -1.7858 -2.9471  -0.14
N -0.8302 -2.7896 -3.7012  -0.03
H -7.2464 -1.3744 2.6585  0.24
H 1.3283 1.4464 1.9761  0.25
H -6.1238 -2.3833 3.5667  0.21
H 4.4290 -1.2094 1.3109  0.26
C 3.9961 -0.3079 1.7517  -1.17
B 0.6743 -3.0394 1.1297  1.40
H 2.0690 -5.6010 -4.7396  0.22
H -4.1493 -3.0490 2.6000  0.40
C 2.4983 -1.8587 3.9396  -1.17
H 3.8811 0.4466 0.9721  0.25
C 1.1942 0.6652 2.7255  -1.18
H -6.2582 -2.5500 1.7949  0.21
F -0.3395 -2.7311 2.0021  -0.55
H 2.0053 -1.3335 -3.4926  0.23
H 1.9811 -3.2633 -5.2888  0.22
H 2.8639 -1.3243 4.8174  0.27
C -6.2685 -1.8446 2.6278  -0.44
F 0.2888 -3.0353 -0.1801  -0.54
C 1.1181 -3.7440 -4.8277  -0.21
C 0.3687 -5.7396 -3.4474  -0.61
H -2.5399 -2.4622 2.4935  0.43
N 0.0264 -1.0411 -2.7407  -0.35
H -0.1365 -5.1726 -2.6636  0.21
S -2.8829 0.2786 2.1458  -0.38
Si 2.3660 -0.7409 2.4867  1.92
C -3.9541 -1.0204 2.3458  0.33
H 3.4209 -4.0725 -3.3257  0.21
H 3.1770 -2.6865 3.7319  0.26
C 1.5528 -4.9641 -4.0144  -0.23
N 0.4640 -2.7177 -4.0141  -0.17
H -0.3670 -5.9739 -4.2174  0.22
H 0.4134 -4.0138 -5.6122  0.24
F 1.5860 -1.6837 1.1959  -0.56
H 4.7014 0.0732 2.4901  0.27
H 0.1617 0.3083 2.6875  0.27
H 1.3342 1.1228 3.7078  0.27
C 0.9768 -1.6393 -3.4158  0.18
F 1.5186 -4.0036 1.5181  -0.51
C 2.5451 -4.5837 -2.9199  -0.62
N -3.5247 -2.2977 2.3553  -0.80
In -1.5939 -0.7958 -0.3462  0.87
H -5.5513 0.1530 2.3895  0.43
H 2.8934 -5.4750 -2.3990  0.23
H 2.0785 -3.9385 -2.1712  0.21
N -5.2654 -0.8099 2.4544  -0.56

Summary:
energy relative to the best compared isomer or geometry (same formula, charge and spin) = 0.000 eV
frontier orbital gap = 8.29 eV
lowest unoccupied orbital energy = -2.81 eV
largest force on an atom = 0.967 eV/Å
total charge = +1

No. 6
Entry from the Open Molecules 2025 dataset: C6H6O2 as an isolated structure at a distorted geometry (ωB97M-V with the def2-TZVPD basis set).

Last column: natural (NBO) charge in e.
CARTESIAN COORDINATES (ANGSTROEM)
C -0.1641 -1.0565 1.0429  0.64
H 1.8403 -0.2094 -1.4768  0.22
C -1.0927 -0.4657 -0.0906  -0.37
C 0.8510 -0.0122 0.6218  -0.40
O -0.1688 -1.9400 1.8555  -0.50
H 1.7167 0.2801 1.2004  0.23
O -0.3546 1.9891 -0.3403  -0.72
H -0.4393 -1.2856 -2.1918  0.23
C -0.4307 0.8934 0.5374  0.14
H -2.1498 -0.6787 -0.1945  0.24
C 1.0396 -0.4615 -0.8477  -0.20
H -0.9119 1.2555 1.4469  0.19
C -0.2068 -0.7775 -1.2722  -0.17
H 0.4710 2.4690 -0.2910  0.48

Summary:
energy relative to the best compared isomer or geometry (same formula, charge and spin) = 2.185 eV
frontier orbital gap = 10.04 eV
lowest unoccupied orbital energy = 0.66 eV
largest force on an atom = 2.407 eV/Å
total charge = 0

Electronic energy across the listed records, respectively: -6507.08872, -3437.97927, -1743.05608, -364.20177, -2026.79326, -382.60545 a.u..